Record 1
ORCA calculation (ωB97M-V with the def2-TZVPD basis set) on the ion C5H9O with charge -1 at a distorted geometry.

```
15
C5H9O | OMol25 | ωB97M-V with the def2-TZVPD basis set
C -0.20784 -1.48791 1.79108
O -0.06039 -1.24086 3.08647
C 0.40930 -0.36462 0.88071
C -0.17208 -0.27154 -0.53220
C 0.28573 1.02237 -1.17335
C -0.31919 1.97900 -1.89068
H 0.38210 -2.40732 1.44261
H -1.23176 -1.72151 1.38699
H 1.49494 -0.47159 0.87209
H 0.19632 0.56017 1.41839
H 0.24382 -1.05374 -1.16269
H -1.26075 -0.16886 -0.56766
H 1.37751 1.05804 -1.08619
H -1.35547 2.22417 -1.70662
H 0.21776 2.34420 -2.75895
```

## Properties
Orbital gap ... 5.9 eV
Total charge ... -1
2S+1 ... 1
Relative energy (zero: lowest compared OMol25 entry of this formula, charge and spin) ... 20.7 kcal/mol
E_LUMO ... 3.792 eV
SMILES ... C=CCCC[O-]
Electronic energy ... -271.07361 Ha
HOMO level ... -2.15 eV

***

Record 2
ORCA calculation (ωB97M-V with the def2-TZVPD basis set) on a cluster of 2 separate species, C5H9O in total at a distorted geometry.

```
15
C5H9O | OMol25 | ωB97M-V with the def2-TZVPD basis set
C -1.58955 0.10728 0.05113
C 1.43152 1.31851 -0.51694
C -2.86068 0.27940 0.25949
C 1.26535 -1.37363 -0.08754
C 0.58867 -0.28226 0.73630
O 0.86162 1.02421 0.62532
H -0.94550 0.40840 -0.86142
H 1.67553 2.39147 -0.59529
H 1.71828 0.65914 -1.36328
H -3.34504 -0.13683 1.16943
H -3.30076 0.67894 -0.54514
H 2.22772 -1.42461 0.25588
H 1.25428 -1.07519 -1.09007
H 0.58131 -2.15114 0.08992
H 0.43724 -0.42368 1.87222
```

## Properties
Orbital gap (spin up / spin down) ... 7.5 / 8.0 eV
Total charge ... +1
2S+1 ... 1
Relative energy (zero: lowest compared OMol25 entry of this formula, charge and spin) ... 126.7 kcal/mol
E_LUMO (spin up / spin down) ... -6.450 / -6.019 eV
Electronic energy ... -270.63472 Ha
HOMO level (spin up / spin down) ... -13.90 / -13.98 eV

***

Record 3
ORCA calculation (ωB97M-V with the def2-TZVPD basis set) on a cluster of 2 separate species, C5H9O2P in total at a distorted geometry.

```
17
C5H9O2P | OMol25 | ωB97M-V with the def2-TZVPD basis set
C -3.60652 -1.70896 -1.43524
C -3.07910 -1.36500 -0.41132
C 0.87452 2.72645 0.81276
C 0.96812 -2.07020 -0.18397
C 1.74249 1.76148 0.04772
O -0.29215 -0.11300 1.52166
O 1.46965 0.56332 -0.24654
P -0.05033 -0.48896 0.11516
H -3.99538 -2.04099 -2.33194
H 1.42582 3.00656 1.69591
H 0.64565 3.67099 0.17353
H -0.10402 2.18128 0.91847
H 1.77863 -2.01930 0.54139
H 0.51845 -3.06045 -0.06296
H 1.46732 -1.97896 -1.17243
H 2.73430 1.94826 -0.34804
H -2.49746 -1.01250 0.36587
```

## Properties
Orbital gap (spin up / spin down) ... 6.9 / 6.9 eV
2S+1 ... 1
Relative energy (zero: lowest compared OMol25 entry of this formula, charge and spin) ... 93.4 kcal/mol
E_LUMO (spin up / spin down) ... -0.602 / -0.602 eV
Electronic energy ... -687.61051 Ha
HOMO level (spin up / spin down) ... -7.50 / -7.50 eV

***

Record 4
ORCA calculation (ωB97M-V with the def2-TZVPD basis set) on a cluster of 2 separate species, C5H9O3 in total at a distorted geometry.

```
17
C5H9O3 | OMol25 | ωB97M-V with the def2-TZVPD basis set
O 1.60156 -1.17059 0.63288
C 0.58582 -1.20433 0.02366
O -0.51855 -1.73183 0.49229
C 0.50038 -0.40630 -1.26736
C -0.52745 0.82277 -1.17640
C 0.11044 2.08208 -0.77466
C -0.37471 2.58952 0.38514
H 0.11888 -0.97443 -2.12481
H 1.42029 0.03626 -1.49242
H -1.24033 0.60559 -0.41423
H -1.07840 0.92607 -2.11640
H 0.74052 2.60646 -1.54555
H -1.07946 1.83415 0.83046
H -0.04822 3.24577 1.12342
H 0.70095 -3.19941 2.63621
H -0.65263 -2.81899 1.93941
O -0.25907 -3.24279 2.84837
```

## Properties
Orbital gap ... 8.2 eV
Total charge ... -1
2S+1 ... 1
Relative energy (zero: lowest compared OMol25 entry of this formula, charge and spin) ... 37.1 kcal/mol
E_LUMO ... 3.819 eV
Electronic energy ... -421.64809 Ha
HOMO level ... -4.41 eV